Here is a cluster of 11 separate species, C27H31BrCl32FI2N2 in total in a non-equilibrium geometry from the Open Molecules 2025 dataset. Energies are from ωB97M-V/def2-TZVPD.

Last column: Mulliken charge in e.
Cartesian coordinates (Å):
C1 -3.1215 0.4384 4.2952  -1.16
C2 -2.0270 -0.0648 3.4303  0.76
C3 -0.6712 0.5060 3.7293  -0.87
N1 -2.2684 -0.9127 2.4952  0.33
C4 -1.3532 -1.0529 1.4875  -0.75
C5 -0.6030 -2.2434 1.3291  0.65
C6 -0.8008 -3.4617 2.1978  -2.27
I1 -0.5355 -3.1027 4.2979  0.19
C7 -2.1802 -4.1698 1.8623  -0.35
C8 -2.6966 -3.8389 0.4691  -1.20
I2 -3.7351 -3.9067 3.3076  0.15
C9 0.3174 -2.2637 0.2790  1.42
Br1 1.3640 -3.7907 -0.0801  -0.05
C10 0.4774 -1.1728 -0.6163  0.42
C11 1.4148 -1.2474 -1.7485  -0.77
Cl1 3.0975 -1.0525 -1.3894  -0.14
C12 1.0494 -1.4790 -3.0051  0.43
C13 2.0029 -1.5647 -4.1470  -1.31
Cl2 -0.6389 -1.6790 -3.3282  -0.07
C14 -0.3131 -0.0813 -0.4013  0.57
N2 -1.2057 -0.0296 0.6165  0.47
C15 -2.0400 1.1957 0.7200  -1.35
C16 -3.5396 0.9036 0.5985  2.03
C17 -4.1030 1.2610 -0.7562  -1.72
F1 -4.1553 1.7410 1.5353  -0.34
H1 -3.0193 1.5271 4.2928  0.41
H2 -2.9952 0.1262 5.3299  0.45
H3 -4.1013 0.2091 3.8983  -0.04
H4 -0.5405 1.4911 3.2815  0.38
H5 0.1304 -0.1579 3.4214  0.21
H6 -0.6174 0.6413 4.8073  0.23
H7 -0.0591 -4.2037 1.9624  0.70
H8 -1.9755 -5.2337 1.8857  0.65
H9 -1.8933 -3.8126 -0.2674  0.29
H10 -3.3584 -4.6415 0.1537  0.48
H11 -3.2639 -2.9114 0.4317  0.21
H12 2.7839 -2.2921 -3.9456  0.41
H13 2.4465 -0.5794 -4.2779  0.20
H14 1.4994 -1.8594 -5.0620  0.41
H15 -0.2669 0.7846 -1.0386  -0.38
H16 -1.7960 1.7070 1.6434  -0.03
H17 -1.7557 1.8519 -0.0942  0.72
H18 -3.7977 -0.1137 0.8802  -0.43
H19 -3.8061 0.5095 -1.4819  0.37
H20 -3.7762 2.2585 -1.0460  0.32
H21 -5.1826 1.3175 -0.6529  0.39
C18 5.8278 2.4293 -2.7990  0.28
Cl3 5.4243 2.5359 -4.5131  -0.12
Cl4 7.5696 2.4107 -2.5575  -0.04
Cl5 5.0850 3.7583 -1.9079  -0.13
H22 5.4241 1.5002 -2.4177  0.02
C19 -7.5797 -1.5787 2.9488  -0.09
Cl6 -7.2089 -2.5275 4.3913  -0.13
Cl7 -8.9029 -0.4590 3.2510  -0.12
Cl8 -6.1454 -0.7149 2.3784  0.04
H23 -7.8820 -2.2635 2.1679  0.29
C20 1.9573 3.2209 5.3361  -0.01
Cl9 0.7145 2.3164 6.2092  -0.10
Cl10 3.4034 2.2364 5.1611  -0.07
Cl11 1.3563 3.7538 3.7580  -0.13
H24 2.2070 4.1016 5.9126  0.35
C21 10.2808 2.0120 -0.0718  0.55
Cl12 8.9122 1.6927 1.0021  -0.11
Cl13 10.8676 3.6572 0.1465  -0.12
Cl14 11.5726 0.8440 0.1937  -0.13
H25 9.9334 1.9068 -1.0909  -0.22
C22 9.4110 -1.0328 -4.5745  -0.01
Cl15 7.8631 -0.3041 -5.0117  -0.08
Cl16 10.1362 -0.1987 -3.1965  -0.07
Cl17 9.2166 -2.7489 -4.2274  -0.12
H26 10.0805 -0.9313 -5.4180  0.32
C23 -2.3325 -4.2901 -5.6208  0.63
Cl18 -3.5570 -5.0574 -4.6069  -0.12
Cl19 -0.9383 -5.3484 -5.8355  -0.12
Cl20 -3.0090 -3.8109 -7.1751  -0.12
H27 -1.9942 -3.3995 -5.1124  -0.25
C24 8.2688 2.2616 4.5566  0.49
Cl21 7.4131 0.9840 5.4287  -0.13
Cl22 7.1517 3.5437 4.0792  -0.12
Cl23 9.5845 2.9088 5.5289  -0.12
H28 8.6890 1.8290 3.6587  -0.11
C25 -6.9116 -0.4146 -3.0903  -0.10
Cl24 -6.2961 -1.4119 -1.7642  -0.07
Cl25 -8.2158 0.6230 -2.5278  -0.10
Cl26 -5.6155 0.5469 -3.8117  -0.11
H29 -7.3038 -1.0749 -3.8520  0.39
C26 0.7447 2.0924 -4.8864  0.00
Cl27 0.3228 1.8332 -3.1784  -0.13
Cl28 -0.0152 3.5558 -5.4927  -0.11
Cl29 2.4938 2.1632 -5.0652  -0.03
H30 0.3664 1.2508 -5.4530  0.25
C27 -7.2757 4.0154 1.4872  0.07
Cl30 -8.7575 4.7614 0.8925  -0.13
Cl31 -6.6555 4.8865 2.8911  -0.13
Cl32 -7.5387 2.3142 1.8754  -0.05
H31 -6.5327 4.0708 0.7031  0.19

Output
Net charge = +1
Molar mass = 1870.8 u
Energy = -521154.2040 eV
HOMO energy = -0.4080 hartree